The following is a DFT calculation (wB97M-V/def2-TZVPD) of a cluster of 4 separate species, C3H10N2O3 in total.

Atoms and positions in Å:
1 C 0.079 0.525 1.021
2 C -0.189 -0.915 1.451
3 N -1.354 -1.535 1.015
4 C -0.722 -1.049 -0.187
5 N -0.401 0.330 -0.442
6 H -0.750 1.199 1.304
7 H 0.205 -1.300 2.375
8 H -0.146 -1.733 -0.772
9 H 0.115 0.419 -1.333
10 H 1.067 0.976 0.967
11 H 2.123 -0.400 -3.241
12 O 1.595 0.109 -2.627
13 H 3.495 1.601 -0.753
14 H 2.162 0.511 -1.742
15 O 2.914 0.846 -0.695
16 H -3.820 0.038 0.592
17 H -2.787 -0.083 1.627
18 O -3.586 0.460 1.438

Force components x, y, z for each atom (eV/Å):
-1.6 1.0 -3.0
-3.6 0.5 3.8
5.6 2.2 -1.6
0.0 3.1 -2.1
-1.3 -5.0 1.4
0.9 -0.2 1.4
0.6 -0.3 0.2
-0.9 -0.9 -1.4
1.0 0.1 0.3
0.5 -0.5 0.2
0.2 0.0 0.2
-1.4 0.3 0.7
0.0 0.2 -0.2
1.2 -0.1 -0.4
-1.1 -0.5 0.5
-0.4 0.5 0.2
-0.8 0.7 0.4
1.1 -1.1 -0.6

Output
ΔE to the lowest compared entry with this formula, charge and spin	195.87	kcal/mol
calculated total energy	-455.25948	a.u.



The following is a DFT calculation (wB97M-V/def2-TZVPD) of a structure of composition C16H8B3Br4O26V.

Atoms and positions in Å:
1 O -2.820 3.451 -2.015
2 V -2.091 2.716 -0.763
3 O -3.024 2.428 0.450
4 O 3.422 -6.574 2.276
5 C 3.447 -5.605 1.483
6 O 3.223 -4.359 1.800
7 B 3.505 -3.560 0.539
8 O 3.865 -4.493 -0.543
9 C 3.769 -5.707 -0.038
10 O 3.866 -6.722 -0.708
11 O 4.613 -2.559 0.736
12 C 4.146 -1.390 0.651
13 O 4.862 -0.371 0.785
14 C 2.609 -1.436 0.286
15 O 2.344 -2.745 0.239
16 O 1.876 -0.442 0.295
17 O 0.078 -7.904 -3.218
18 C -0.751 -6.978 -3.200
19 O -0.991 -6.083 -2.232
20 B -2.095 -5.163 -2.704
21 O -2.679 -5.862 -3.890
22 C -1.918 -6.899 -4.205
23 O -2.124 -7.636 -5.182
24 O -1.617 -3.833 -2.995
25 C -2.195 -2.920 -2.214
26 O -1.978 -1.687 -2.177
27 C -3.131 -3.669 -1.285
28 O -3.125 -4.982 -1.658
29 O -3.665 -3.090 -0.319
30 O 1.280 4.877 1.308
31 C 2.063 5.417 2.118
32 O 3.236 6.034 1.908
33 B 3.956 6.093 3.176
34 O 2.966 5.848 4.233
35 C 1.820 5.404 3.666
36 O 0.706 5.046 4.150
37 O 4.973 5.026 3.249
38 C 6.164 5.587 3.259
39 O 7.200 4.858 3.349
40 C 5.993 7.119 3.338
41 O 4.716 7.365 3.267
42 O 6.913 7.927 3.425
43 Br -6.034 -0.508 4.704
44 C -4.558 0.572 5.460
45 C -4.319 -0.090 6.753
46 Br -5.681 0.402 8.084
47 H -4.931 1.589 5.587
48 H -3.739 0.678 4.749
49 H -3.360 0.234 7.156
50 H -4.248 -1.172 6.642
51 Br -2.336 2.547 -9.436
52 C -3.415 3.608 -8.200
53 C -3.266 3.184 -6.689
54 Br -3.632 1.152 -6.414
55 H -4.472 3.540 -8.456
56 H -3.066 4.639 -8.252
57 H -4.025 3.762 -6.161
58 H -2.324 3.336 -6.163

Force components x, y, z for each atom (eV/Å):
1.2 -1.8 3.5
-1.0 0.6 -1.6
0.3 0.8 -1.8
0.0 2.9 -2.5
0.1 -3.6 2.3
0.5 0.6 -1.4
0.6 0.5 0.3
-0.4 0.6 1.2
-0.1 -2.3 -1.5
0.0 1.4 1.5
-0.2 -3.1 0.3
1.8 5.4 -0.4
-2.5 -2.3 -0.4
0.1 1.3 1.7
-1.3 1.5 -0.6
1.1 -2.8 -0.7
-2.0 3.1 0.2
1.1 -3.1 0.8
0.1 0.2 -1.3
-0.3 -1.5 0.3
0.5 0.3 0.6
-0.6 -1.1 -3.0
0.7 1.7 2.7
0.1 1.8 -0.1
1.3 2.5 -0.4
-0.6 -3.6 -0.5
-1.1 0.4 2.5
-0.3 2.1 1.1
1.0 -2.4 -2.8
2.4 2.0 1.8
-1.2 -1.2 -1.2
-1.9 -1.0 -0.7
0.7 -0.2 0.1
-2.3 -0.4 -0.1
-2.7 -0.7 0.8
4.7 1.6 -1.2
-0.3 0.9 -0.3
3.8 -4.2 1.2
-3.3 3.6 -0.6
2.9 0.9 -0.2
-1.1 0.1 0.3
-2.0 -1.4 -0.1
0.2 0.5 -0.7
-1.5 0.5 -0.8
1.4 -0.1 1.0
0.4 -0.3 -0.3
-0.2 -0.1 0.1
0.1 -0.8 0.2
-0.1 0.2 0.3
-0.4 0.1 0.2
-0.4 0.4 0.3
0.7 -0.6 1.8
-0.6 -1.1 -0.9
0.1 2.0 -0.2
0.3 -0.1 -0.2
-0.1 -0.1 -0.2
-0.2 -0.4 0.2
0.1 0.0 -0.7

Output
ΔE to the lowest compared entry with this formula, charge and spin	226.83	kcal/mol
calculated total energy	-13885.98018	a.u.
total charge	-2



The following is a DFT calculation (wB97M-V/def2-TZVPD) of the molecule C23H51ClN3O4PS.

Atoms and positions in Å:
1 C -2.542 -5.057 -3.001
2 C -1.042 -5.156 -3.259
3 C -0.226 -4.328 -2.275
4 C 1.276 -4.486 -2.496
5 N 2.148 -3.939 -1.454
6 C 2.018 -2.579 -1.069
7 Cl 1.936 -1.507 -2.527
8 O 0.889 -2.395 -0.269
9 C 0.788 -1.168 0.435
10 C 0.873 -1.421 1.947
11 N 0.513 -0.236 2.715
12 C 1.469 0.047 3.786
13 C 2.763 0.664 3.266
14 C 3.737 1.026 4.400
15 C 4.988 0.141 4.461
16 C 6.228 0.824 5.058
17 N 7.450 0.395 4.365
18 C -0.887 -0.058 3.125
19 C -1.880 0.144 1.988
20 C -1.643 1.433 1.209
21 C -2.564 1.566 -0.011
22 C -3.105 2.978 -0.213
23 C -4.046 3.091 -1.412
24 C -4.152 4.502 -2.015
25 C -4.265 4.539 -3.550
26 C -3.033 5.121 -4.251
27 C -1.954 4.082 -4.489
28 O -2.345 3.259 -5.571
29 C -1.308 2.522 -6.183
30 P 0.088 -3.027 2.454
31 O 1.246 -4.132 2.160
32 O 0.158 -2.931 4.068
33 S -1.626 -3.493 1.760
34 H -2.914 -4.061 -3.252
35 H -3.100 -5.785 -3.593
36 H -2.765 -5.238 -1.947
37 H -0.826 -4.825 -4.281
38 H -0.725 -6.203 -3.198
39 H -0.466 -4.634 -1.250
40 H -0.509 -3.275 -2.349
41 H 1.509 -5.553 -2.545
42 H 1.578 -4.064 -3.456
43 H 2.069 -4.507 -0.617
44 H 2.915 -2.231 -0.548
45 H 1.600 -0.487 0.162
46 H -0.146 -0.682 0.169
47 H 1.937 -1.597 2.153
48 H 0.996 0.751 4.473
49 H 1.701 -0.859 4.366
50 H 2.506 1.537 2.663
51 H 3.257 -0.039 2.586
52 H 4.049 2.067 4.290
53 H 3.205 0.961 5.355
54 H 4.769 -0.756 5.046
55 H 5.253 -0.208 3.460
56 H 6.092 1.912 5.031
57 H 6.339 0.555 6.110
58 H 8.248 0.446 4.986
59 H 7.655 1.013 3.588
60 H -0.899 0.855 3.726
61 H -1.231 -0.865 3.787
62 H -1.894 -0.717 1.320
63 H -2.879 0.174 2.435
64 H -0.594 1.487 0.904
65 H -1.805 2.282 1.883
66 H -2.033 1.265 -0.920
67 H -3.411 0.880 0.101
68 H -3.626 3.278 0.703
69 H -2.272 3.681 -0.337
70 H -5.040 2.747 -1.112
71 H -3.710 2.393 -2.187
72 H -5.024 5.004 -1.588
73 H -3.285 5.091 -1.698
74 H -4.412 3.521 -3.924
75 H -5.152 5.095 -3.859
76 H -2.603 5.925 -3.646
77 H -3.312 5.541 -5.220
78 H -0.989 4.558 -4.705
79 H -1.825 3.467 -3.584
80 H -1.459 1.451 -6.020
81 H -0.329 2.800 -5.782
82 H -1.315 2.715 -7.258
83 H 2.114 -3.736 1.995
84 H 0.811 -3.553 4.429

Force components x, y, z for each atom (eV/Å):
0.0 0.0 0.0
0.0 0.0 0.0
0.0 0.0 0.1
-0.2 -0.1 0.0
0.2 0.0 0.0
-0.2 -0.1 0.1
0.0 0.0 -0.1
0.1 0.0 -0.1
0.1 0.1 0.1
0.0 0.2 0.0
0.0 -0.1 0.0
0.0 0.0 -0.1
0.0 -0.1 0.0
0.1 0.0 0.0
0.0 0.0 0.1
0.0 0.0 0.0
0.1 0.1 0.1
0.0 0.0 0.0
0.1 0.1 0.0
0.0 0.0 0.0
0.0 0.1 0.0
0.0 0.1 0.1
0.0 0.0 -0.1
-0.2 0.0 0.1
0.0 -0.1 -0.1
0.0 -0.1 0.0
0.1 -0.1 0.2
-0.1 0.2 -0.2
0.0 -0.1 0.1
0.0 0.0 0.0
0.1 0.1 0.0
0.3 -0.2 0.0
0.1 0.0 0.1
0.0 0.0 0.0
0.0 0.0 0.0
0.0 0.0 0.0
0.0 -0.1 0.0
0.0 0.0 0.0
0.0 0.0 0.0
0.0 0.0 0.0
0.1 0.0 0.0
0.0 0.0 0.0
0.0 0.1 0.0
0.0 -0.1 0.0
0.0 0.0 0.0
-0.1 -0.1 0.0
0.0 -0.1 0.1
0.0 0.0 0.0
0.0 0.0 0.1
0.0 0.0 0.1
0.0 0.1 0.0
0.0 0.0 0.0
0.0 0.1 0.0
0.0 -0.1 -0.1
0.0 0.1 0.0
0.0 0.0 0.0
-0.1 0.0 0.0
0.0 0.0 0.0
-0.1 -0.1 0.0
0.0 0.0 0.0
0.0 0.0 -0.1
0.0 -0.1 0.0
0.0 0.0 0.0
0.0 0.0 0.0
0.0 0.0 0.0
-0.1 -0.1 0.0
0.0 0.0 0.0
0.0 0.1 0.0
0.0 -0.1 0.0
0.0 -0.1 -0.1
0.1 0.1 0.0
0.1 0.0 0.1
0.0 0.0 -0.1
-0.1 0.1 0.0
0.0 0.1 0.1
-0.1 0.0 -0.1
0.1 0.0 0.0
0.0 0.0 -0.1
0.1 0.1 0.0
0.0 0.0 0.0
0.0 0.0 0.0
0.0 0.0 0.0
-0.2 -0.1 0.0
-0.3 0.2 -0.1

Output
ΔE to the lowest compared entry with this formula, charge and spin	0.00	kcal/mol
structure (SMILES)	CCCCN[C@@H](Cl)OC[C@@H](N(CCCCCN)CCCCCCCCCCOC)P(O)(O)=S
calculated total energy	-2571.95165	a.u.



The following is a DFT calculation (wB97M-V/def2-TZVPD) of a cluster of 2 separate species, C6H12N4 in total.

Atoms and positions in Å:
1 C -3.219 -0.641 0.549
2 C -2.486 0.512 -0.208
3 C -1.012 0.936 -0.083
4 C 1.116 0.964 -0.250
5 C 2.515 0.466 -0.192
6 C 2.893 -0.795 0.748
7 H -2.988 -1.744 0.140
8 H -4.393 -0.511 0.444
9 H -3.019 -0.343 1.465
10 H -2.672 0.236 -1.292
11 H -3.115 1.455 -0.200
12 H 3.120 0.551 -1.512
13 H 2.919 1.465 0.302
14 H 2.427 -1.765 0.290
15 H 2.260 -0.733 1.755
16 H 3.937 -0.824 0.885
17 H 1.034 -0.906 -1.555
18 H 0.442 -1.806 -0.182
19 N -0.608 2.181 0.199
20 N 0.769 2.343 -0.028
21 N 0.039 0.083 -0.291
22 N 0.040 -1.123 -0.982

Force components x, y, z for each atom (eV/Å):
-2.0 -1.4 -5.1
-1.3 0.7 -3.1
-1.7 0.4 1.1
0.2 2.2 0.6
2.8 2.6 -1.4
-4.7 0.0 -0.7
-0.1 2.6 1.5
2.5 -0.2 -0.1
0.9 -0.3 5.2
0.8 0.3 0.7
0.9 -0.9 0.7
-1.8 -0.8 4.1
0.1 -2.3 -1.1
1.5 1.5 0.6
1.7 0.3 -1.9
1.0 -0.3 0.3
-3.3 -1.6 1.2
-1.4 1.3 -2.5
-0.4 -0.6 -1.4
-1.2 -7.0 0.4
0.3 4.7 0.5
5.2 -1.5 0.6

Output
ΔE to the lowest compared entry with this formula, charge and spin	120.62	kcal/mol
calculated total energy	-454.63689	a.u.



The following is a DFT calculation (wB97M-V/def2-TZVPD) of a structure of composition C15H11ClF2.

Atoms and positions in Å:
1 Cl 1.256 2.223 -1.444
2 F 3.791 -2.991 0.758
3 C 3.584 -1.976 -0.174
4 C 4.560 -1.891 -1.155
5 C 4.317 -0.920 -2.146
6 C 3.193 -0.127 -2.126
7 C 2.235 -0.238 -1.154
8 C 0.951 0.489 -1.244
9 C -0.059 0.243 -0.234
10 C -1.151 0.968 -0.194
11 C -2.270 0.900 0.678
12 C -2.213 0.039 1.804
13 C -3.333 -0.049 2.626
14 F -3.229 -0.824 3.756
15 C -4.514 0.651 2.399
16 C -4.618 1.467 1.263
17 C -3.505 1.579 0.410
18 C 2.428 -1.185 -0.101
19 H 5.429 -2.525 -1.204
20 H 5.020 -0.814 -2.981
21 H 3.043 0.593 -2.934
22 H 0.324 0.524 -2.448
23 H 0.025 -0.582 0.451
24 H -1.194 1.681 -1.010
25 H -1.314 -0.533 2.018
26 H -5.346 0.558 3.107
27 H -5.553 2.004 1.067
28 H -3.611 2.161 -0.499
29 H 1.754 -1.425 0.712

Force components x, y, z for each atom (eV/Å):
0.8 1.8 0.5
-0.6 1.2 -0.6
0.4 -0.9 0.6
-1.0 1.3 -0.7
0.9 -0.7 0.0
0.2 0.6 -1.0
-0.5 -1.9 1.6
-1.7 0.8 -4.6
-0.6 -0.9 1.1
-0.1 1.1 -1.6
-2.4 -0.8 1.5
-0.8 0.7 -0.3
0.5 -0.1 0.3
-0.2 0.5 -0.8
-0.2 0.1 0.0
0.9 -0.5 0.2
0.4 -0.5 0.4
1.2 -0.4 -1.0
0.0 -0.1 0.2
-0.2 0.0 0.4
0.0 -0.2 0.3
2.1 -1.6 3.4
0.4 -0.2 0.1
-0.4 0.4 0.2
-0.3 0.2 0.2
0.4 0.0 -0.3
0.5 -0.2 0.0
0.2 0.1 0.1
0.0 0.3 -0.2

Output
calculated total energy	-1238.04782	a.u.



The following is a DFT calculation (wB97M-V/def2-TZVPD) of a structure of composition C4H8OS.

Atoms and positions in Å:
1 C -0.660 -0.277 0.463
2 C 0.657 0.103 0.062
3 C -1.135 -1.529 0.388
4 C 1.339 1.074 0.928
5 O -0.570 -0.154 -2.403
6 S 0.156 0.936 -1.411
7 H -1.257 0.518 0.968
8 H 1.199 -0.783 -0.233
9 H -2.174 -1.671 0.581
10 H -0.697 -2.433 -0.074
11 H -1.380 0.149 -2.684
12 H 0.796 2.110 0.895
13 H 2.363 1.202 0.562
14 H 1.364 0.758 1.957

Force components x, y, z for each atom (eV/Å):
-1.8 -1.8 2.8
-0.7 -1.3 -1.1
-0.4 0.2 -0.8
0.3 2.6 -0.2
3.3 -1.9 0.9
0.8 2.7 -2.1
0.3 -0.7 -0.6
0.7 -0.1 0.2
-0.6 -0.1 0.5
0.4 0.9 0.3
-3.1 1.2 -0.6
1.0 -1.8 0.1
-0.1 0.3 0.2
0.0 -0.2 0.3

Output
ΔE to the lowest compared entry with this formula, charge and spin	50.23	kcal/mol
calculated total energy	-630.55487	a.u.



The following is a DFT calculation (wB97M-V/def2-TZVPD) of a cluster of 2 separate species, C9H14 in total.

Atoms and positions in Å:
1 C 2.207 -0.418 -0.086
2 C 2.803 -1.534 0.826
3 H 3.020 0.121 -0.574
4 H 1.532 -0.813 -0.839
5 H 1.713 0.355 0.509
6 H 2.346 -2.500 0.660
7 H 2.867 -1.170 1.848
8 H 3.871 -1.591 0.584
9 C -1.126 -0.253 1.855
10 C -1.167 2.043 -1.127
11 C -1.154 1.620 0.202
12 C -1.369 1.160 -2.171
13 C -1.443 0.291 0.496
14 C -1.688 -0.161 -1.868
15 C -1.795 -0.564 -0.556
16 H -1.197 3.112 -1.304
17 H -0.997 2.351 0.981
18 H -1.224 1.499 -3.184
19 H -1.924 -0.862 -2.656
20 H -1.178 0.535 2.606
21 H -0.116 -0.649 1.825
22 H -2.217 -1.528 -0.279
23 H -1.765 -1.043 2.252

Force components x, y, z for each atom (eV/Å):
0.4 0.0 0.6
1.0 1.4 -0.8
-0.1 -0.1 -0.2
-0.1 0.1 0.0
-0.3 -0.2 -0.1
-0.1 -0.1 0.5
-0.7 -0.5 0.3
-0.2 -0.5 -0.2
-0.5 0.2 0.6
-0.6 0.5 0.4
-0.4 -0.3 -0.7
0.4 -0.2 0.3
0.5 -0.2 -0.2
-0.3 0.1 -0.3
-0.2 0.1 0.8
0.6 0.0 -0.2
0.1 -0.1 0.2
-0.3 0.0 -0.2
0.0 0.0 -0.1
0.2 0.1 0.0
0.2 0.0 0.1
0.4 -0.1 -0.3
-0.2 -0.1 -0.5

Output
ΔE to the lowest compared entry with this formula, charge and spin	12.63	kcal/mol
structure (SMILES)	Cc1ccccc1.CC
calculated total energy	-351.31007	a.u.



The following is a DFT calculation (wB97M-V/def2-TZVPD) of the molecule C4H11NO2.

Atoms and positions in Å:
1 C 0.268 1.653 -0.136
2 C 0.164 0.218 -0.733
3 C -1.186 -0.366 -1.143
4 O -1.752 0.288 -2.272
5 N 0.868 -0.858 0.094
6 C 1.298 -0.786 1.466
7 O 0.394 -0.163 2.366
8 H 1.125 1.518 0.517
9 H 0.492 2.422 -0.920
10 H -0.477 1.834 0.626
11 H 0.803 0.319 -1.634
12 H -1.747 -0.409 -0.186
13 H -1.173 -1.455 -1.441
14 H -1.868 1.218 -2.038
15 H 0.307 -1.705 -0.061
16 H 1.418 -1.850 1.681
17 H 2.228 -0.172 1.421
18 H 0.334 -0.680 3.174

Force components x, y, z for each atom (eV/Å):
0.5 -1.4 0.1
2.1 -0.5 -0.6
0.0 -0.7 0.3
-0.2 0.2 0.9
-1.8 -0.2 -0.8
0.3 0.8 -1.5
-0.3 0.0 0.1
0.6 0.6 -0.2
-0.6 -0.6 1.0
-0.8 0.6 -0.3
-0.5 -0.4 0.1
-0.6 0.5 -0.6
0.6 1.1 0.1
-0.1 -0.1 -0.1
0.5 0.5 0.3
0.7 0.3 0.6
-0.3 -0.7 0.7
0.0 0.0 0.0

Output
ΔE to the lowest compared entry with this formula, charge and spin	53.36	kcal/mol
structure (SMILES)	C[C@H](CO)NCO
calculated total energy	-364.18314	a.u.



Repeat the sixth record exactly.
The following is a DFT calculation (wB97M-V/def2-TZVPD) of a structure of composition C4H8OS.

Atoms and positions in Å:
1 C -0.660 -0.277 0.463
2 C 0.657 0.103 0.062
3 C -1.135 -1.529 0.388
4 C 1.339 1.074 0.928
5 O -0.570 -0.154 -2.403
6 S 0.156 0.936 -1.411
7 H -1.257 0.518 0.968
8 H 1.199 -0.783 -0.233
9 H -2.174 -1.671 0.581
10 H -0.697 -2.433 -0.074
11 H -1.380 0.149 -2.684
12 H 0.796 2.110 0.895
13 H 2.363 1.202 0.562
14 H 1.364 0.758 1.957

Force components x, y, z for each atom (eV/Å):
-1.8 -1.8 2.8
-0.7 -1.3 -1.1
-0.4 0.2 -0.8
0.3 2.6 -0.2
3.3 -1.9 0.9
0.8 2.7 -2.1
0.3 -0.7 -0.6
0.7 -0.1 0.2
-0.6 -0.1 0.5
0.4 0.9 0.3
-3.1 1.2 -0.6
1.0 -1.8 0.1
-0.1 0.3 0.2
0.0 -0.2 0.3

Output
ΔE to the lowest compared entry with this formula, charge and spin	50.23	kcal/mol
calculated total energy	-630.55487	a.u.